Entry 1:
97
Properties=species:S:1:pos:R:3 method="wB97M-V/def2-TZVPD" max_force_ev_per_a=1.8 e_above_lowest_kj_mol=306.9 gap_ev=7.2 homo_energy_ha=-0.2935
Ti -0.3454 0.1530 0.0709
Br -2.4543 3.9099 3.5202
C -0.9929 2.6150 3.4696
C -1.1386 1.5321 4.5186
C -0.6051 0.3916 4.0989
C -0.0173 0.5814 2.7093
O -0.0212 -0.4183 1.7812
C 1.3761 1.2334 2.8850
C 2.5154 0.5909 2.2176
N 2.4041 0.3360 0.9864
C 3.4837 -0.2518 0.2978
C 4.4940 0.5119 -0.2256
C 5.5313 -0.0887 -0.9644
C 5.5609 -1.4373 -1.1700
C 4.5325 -2.2571 -0.6538
C 4.4534 -3.6498 -0.8715
C 3.4109 -4.3526 -0.3413
C 2.4470 -3.6672 0.4240
N 2.4619 -2.3750 0.6208
C 3.4829 -1.6653 0.0944
C 1.5071 2.4402 3.4159
H -1.6083 1.7221 5.4721
H -0.5570 -0.5476 4.6315
H 3.4242 0.3699 2.7869
H 4.4668 1.5863 -0.0960
H 6.3167 0.5402 -1.3624
H 6.3594 -1.8924 -1.7434
H 5.2171 -4.1436 -1.4606
H 3.3099 -5.4179 -0.4995
H 1.6380 -4.2069 0.8953
H 2.4889 2.8926 3.5116
C 1.8204 -0.7964 -2.7023
C 1.4265 0.4837 -3.3711
C 1.6053 0.5550 -4.7468
C 1.3165 1.7050 -5.4513
C 0.8147 2.7947 -4.7665
C 0.6141 2.7630 -3.3925
C 0.0061 3.9908 -2.7686
C 0.9370 1.5938 -2.6568
N 0.6672 1.5740 -1.2479
C 1.2044 2.6499 -0.6099
O 2.1840 3.3073 -0.9239
C 0.4714 2.9903 0.6665
C 0.6532 4.2715 1.3415
C 0.5158 4.4821 2.6507
C 0.3406 3.3648 3.6603
C -0.9622 1.7617 2.2045
N -0.3354 2.0627 0.9806
C -2.3134 1.0880 1.8291
O -3.2636 1.1149 2.5838
N -2.2239 0.5133 0.6131
C -3.3301 -0.2577 0.1340
C -3.6126 -1.5280 0.6674
C -2.9014 -2.0235 1.8946
C -4.6054 -2.2929 0.0695
C -5.3312 -1.8086 -1.0071
C -5.1001 -0.5263 -1.4708
C -4.1137 0.2684 -0.8980
C -3.9643 1.7058 -1.3186
H 2.9036 -0.8985 -2.7472
H 1.5169 -0.8086 -1.6668
H 1.3833 -1.6553 -3.2138
H 1.9932 -0.3168 -5.2623
H 1.4667 1.7520 -6.5223
H 0.5623 3.6971 -5.3115
H -0.5494 4.5547 -3.5176
H 0.7878 4.6351 -2.3657
H -0.6685 3.7400 -1.9451
H 0.8843 5.1011 0.6843
H 0.5898 5.4893 3.0406
H 0.3699 3.7837 4.6684
H -1.8221 -2.0180 1.7588
H -3.2252 -3.0307 2.1528
H -3.1350 -1.3621 2.7317
H -4.8152 -3.2817 0.4598
H -6.1118 -2.4128 -1.4523
H -5.6969 -0.1266 -2.2827
H -4.1310 1.8258 -2.3891
H -2.9788 2.0877 -1.0573
H -4.7122 2.3072 -0.7963
Cl -1.4539 -4.4617 -0.1869
C -1.5714 -3.4584 -1.5839
C -2.0036 -4.0512 -2.7822
C -2.1817 -3.2970 -3.9044
Cl -2.6712 -4.0674 -5.3737
C -2.0106 -1.8933 -3.8647
C -2.2210 -1.0194 -4.9496
C -2.1067 0.3276 -4.7492
C -1.8064 0.8040 -3.4640
N -1.5364 0.0214 -2.4471
C -1.6128 -1.3129 -2.6398
C -1.2776 -2.1117 -1.5031
O -0.7157 -1.5035 -0.4773
H -2.1838 -5.1163 -2.8049
H -2.4748 -1.4287 -5.9176
H -2.2514 1.0293 -5.5582
H -1.7767 1.8686 -3.2745

***

Entry 2:
19
Properties=species:S:1:pos:R:3 method="wB97M-V/def2-TZVPD" max_force_ev_per_a=2.8 e_above_lowest_kj_mol=224.0 gap_ev=8.5 homo_energy_ha=-0.2767 smiles="C/C(N)=C/N.O.O"
C 0.4793 -0.0846 -1.1963
C -0.1956 0.8036 -2.2498
C -1.1777 0.1940 -2.9360
N -2.0494 0.9547 -3.7950
N 0.0879 2.1903 -2.1481
H 1.5113 -0.3001 -1.4744
H -0.0228 -1.0339 -1.0175
H 0.1598 0.5403 -0.3268
H -1.5217 -0.8071 -2.7193
H -2.3399 0.6109 -4.7019
H -1.5545 1.8106 -3.9998
H -0.3133 2.7164 -2.9099
H -0.0787 2.3664 -1.1666
H -1.4694 1.1755 6.0840
H -2.7165 0.7303 6.7910
O -1.8039 0.4710 6.6638
H 4.4631 -4.7793 4.0413
H 4.1414 -3.7456 3.0656
O 4.4007 -3.8133 3.9957

***

Entry 3:
123
Properties=species:S:1:pos:R:3 method="wB97M-V/def2-TZVPD" max_force_ev_per_a=0.6 e_above_lowest_kj_mol=37.1 gap_ev=6.0 homo_energy_ha=-0.2211
Ca 0.4462 0.3466 0.4304
O -2.4600 4.1238 4.6841
C -1.9079 2.9249 4.4176
O -1.2525 2.3479 5.2399
C -2.1746 2.3521 3.0710
C -3.2780 1.6356 2.6601
N -2.9726 1.1351 1.4529
N -1.7389 1.4672 1.0531
C -1.2401 2.2209 2.0246
C 0.1814 2.8054 1.9595
O 0.2474 4.0265 1.9079
O 1.0917 1.9253 1.9735
H -2.8347 4.4777 3.8670
H -4.2264 1.4379 3.1310
H -3.4965 0.4959 0.8743
C -2.7257 -3.2208 3.8246
O -2.4752 -2.7541 2.5005
C -1.5614 -1.7922 2.2853
O -1.4247 -1.3524 1.1616
N -0.8400 -1.3667 3.3486
N 0.0669 -0.3346 3.1095
H -3.5617 -3.9082 3.7415
H -2.9999 -2.3981 4.4872
H -1.8635 -3.7619 4.2206
H -0.8785 -1.8237 4.2438
H 1.0236 -0.6740 3.1742
H -0.0645 0.4484 3.7414
O 2.4321 -1.5567 2.1155
C 2.2390 -2.9619 1.9374
C 3.1047 -3.4961 0.8094
C 2.7761 -2.8748 -0.5506
C 1.4732 -3.3538 -1.1174
C 1.4377 -4.3537 -2.0847
C 0.2164 -4.7967 -2.5601
C -0.9377 -4.2364 -2.0387
C -0.8134 -3.2472 -1.0762
N 0.3574 -2.7941 -0.6268
H 3.3745 -1.3531 2.0717
H 1.1812 -3.0748 1.6949
H 2.4421 -3.4992 2.8697
H 3.0095 -4.5857 0.7763
H 4.1539 -3.2829 1.0422
H 3.5843 -3.0796 -1.2540
H 2.7205 -1.7878 -0.4438
H 2.3676 -4.7628 -2.4571
H 0.1662 -5.5669 -3.3189
H -1.9201 -4.5482 -2.3668
H -1.6918 -2.7913 -0.6391
C 3.0840 2.9122 -1.1957
Si 2.9073 1.0113 -1.0899
C 4.4564 0.5251 -0.0501
C 3.4115 0.4203 -2.8493
C 2.9636 -0.8105 -3.3385
C 3.3821 -1.3251 -4.5586
C 4.2640 -0.6003 -5.3472
C 4.7038 0.6397 -4.9044
C 4.2827 1.1342 -3.6780
H 4.1296 3.2207 -1.2915
H 2.6850 3.3918 -0.2982
H 2.5376 3.3155 -2.0542
H 5.3768 0.9465 -0.4673
H 4.5898 -0.5614 -0.0127
H 4.3529 0.8956 0.9741
H 2.2417 -1.3754 -2.7554
H 3.0131 -2.2873 -4.8962
H 4.5965 -0.9919 -6.3003
H 5.3801 1.2224 -5.5189
H 4.6436 2.1061 -3.3580
C -6.6627 -1.4123 -4.2219
C -5.2751 -1.5688 -3.5788
C -5.4209 -2.4561 -2.3335
C -4.3767 -2.3447 -4.5533
Si -4.5043 0.1483 -3.1910
Br -2.7914 -0.3176 -1.7907
C -5.6441 1.3132 -2.1705
C -6.3762 0.5159 -1.0822
C -6.7025 1.9736 -3.0695
C -4.8688 2.4367 -1.4615
C -3.6882 1.0019 -4.7007
C -2.4002 0.2965 -5.1548
C -4.6533 1.0523 -5.8962
C -3.2883 2.4419 -4.3424
H -7.0285 -2.3983 -4.5259
H -6.6529 -0.7814 -5.1116
H -7.3947 -0.9980 -3.5276
H -5.8299 -3.4224 -2.6456
H -6.0942 -2.0468 -1.5839
H -4.4592 -2.6415 -1.8540
H -4.7979 -3.3455 -4.6916
H -3.3605 -2.4613 -4.1704
H -4.3198 -1.8809 -5.5369
H -7.0748 -0.2122 -1.4923
H -6.9569 1.2089 -0.4655
H -5.6845 -0.0173 -0.4247
H -7.3349 1.2503 -3.5862
H -6.2557 2.6249 -3.8206
H -7.3583 2.5960 -2.4520
H -4.0057 2.0745 -0.9030
H -5.5448 2.9289 -0.7551
H -4.5102 3.1999 -2.1478
H -2.5561 -0.7229 -5.4996
H -1.6529 0.2714 -4.3623
H -1.9784 0.8638 -5.9906
H -4.8740 0.0611 -6.2929
H -4.1870 1.6265 -6.7030
H -5.6026 1.5365 -5.6616
H -2.6515 2.4842 -3.4557
H -4.1489 3.0900 -4.1816
H -2.7190 2.8645 -5.1763
F 1.0306 5.7905 -4.5252
C 0.0799 4.8719 -4.7552
F 0.3780 4.2639 -5.9121
F -1.0743 5.5419 -4.9450
C -0.0416 3.9005 -3.6126
C 0.2453 2.5578 -3.7784
C 0.1019 1.7272 -2.6788
N -0.2956 2.1482 -1.4786
C -0.5448 3.4486 -1.3301
C -0.4379 4.3610 -2.3682
H 0.5793 2.1561 -4.7238
H 0.3356 0.6725 -2.7728
H -0.8236 3.7835 -0.3384
H -0.6526 5.4058 -2.1925

***

Entry 4:
245
Properties=species:S:1:pos:R:3 method="wB97M-V/def2-TZVPD" max_force_ev_per_a=18.9 charge=+5 gap_ev=8.4 homo_energy_ha=-0.6163
C -22.1286 -8.8286 7.0354
C -21.3988 -7.5122 6.6702
C -21.1389 -7.4053 5.1364
N -21.5026 -6.0338 4.4848
C -23.0088 -5.8302 4.5229
C -23.5014 -4.6432 3.6955
C -22.9434 -4.6792 2.2806
C -21.3837 -4.7987 2.2389
C -20.7777 -5.9350 3.1556
C -20.7077 -4.9730 5.3179
H -22.4498 -8.7310 8.0702
H -21.4886 -9.6867 6.8282
H -22.9393 -8.8459 6.3065
H -20.4475 -7.3805 7.1837
H -22.0852 -6.7385 7.0188
H -21.4620 -8.1853 4.4492
H -20.0486 -7.4070 5.1055
H -23.3209 -6.8135 4.1692
H -23.1960 -5.7562 5.5895
H -24.5861 -4.7383 3.6511
H -23.2055 -3.7372 4.2257
H -23.3554 -5.5319 1.7419
H -23.1447 -3.7192 1.8084
H -21.0985 -4.9404 1.1970
H -20.8487 -3.8905 2.5215
H -20.9203 -6.8638 2.6023
H -19.7179 -5.7164 3.2464
H -20.9095 -4.0746 4.7360
H -19.6378 -5.1531 5.3360
H -21.1810 -4.8095 6.2840
C -23.2141 -6.9233 9.7555
C -24.6752 -6.6525 10.1093
C -24.7703 -5.1796 10.3810
N -26.1988 -4.6597 10.5468
C -26.2943 -3.1674 10.9514
C -25.6394 -2.1991 9.9575
C -26.4310 -2.3136 8.7014
C -26.4752 -3.7676 8.1770
C -26.9314 -4.8061 9.1682
C -27.0451 -5.3437 11.6256
H -22.4889 -6.4598 10.4307
H -22.8239 -6.5113 8.8196
H -23.0465 -7.9938 9.6194
H -25.0712 -7.2445 10.9336
H -25.2734 -7.0197 9.2694
H -24.1649 -4.4318 9.8734
H -24.4332 -5.1303 11.4238
H -25.7442 -3.1514 11.8961
H -27.3270 -2.8841 11.1496
H -24.5543 -2.3079 9.8905
H -25.7139 -1.1714 10.3263
H -26.1078 -1.6117 7.9317
H -27.4748 -2.0404 8.8894
H -25.4342 -3.9106 7.8778
H -27.1317 -3.7673 7.3086
H -26.6315 -5.7447 8.7007
H -28.0034 -4.6624 9.3102
H -27.0485 -6.4086 11.3907
H -28.0466 -4.9271 11.5371
H -26.5544 -5.2858 12.5969
C -28.4330 -2.4809 15.1708
C -28.7658 -1.0546 14.6996
C -28.6804 -1.0944 13.1644
N -29.3882 0.1288 12.4791
C -28.9917 0.0209 10.9905
C -29.8976 0.8645 10.1501
C -31.3396 0.5048 10.2764
C -31.7662 0.5882 11.7343
C -30.8635 -0.1469 12.7675
C -28.7802 1.4608 12.9146
H -29.4157 -2.9539 15.1570
H -27.9628 -2.4655 16.1526
H -27.7584 -3.0564 14.5353
H -27.9421 -0.3800 14.9590
H -29.5588 -0.5412 15.2395
H -29.0255 -2.0432 12.7507
H -27.6385 -1.0107 12.8473
H -29.0646 -1.0515 10.8137
H -27.9489 0.1949 10.7179
H -29.4419 0.6854 9.1726
H -29.8482 1.9301 10.3871
H -31.4576 -0.5437 9.9764
H -32.0330 1.0211 9.6150
H -32.7903 0.2369 11.8630
H -31.8540 1.6493 11.9874
H -30.9902 -1.2279 12.7072
H -31.0032 0.1161 13.8136
H -29.2051 2.2559 12.3135
H -27.7076 1.4445 13.0813
H -29.2410 1.4817 13.9055
C -25.0602 -4.6785 15.6483
C -24.1156 -3.7775 14.8144
C -22.6517 -4.0711 14.9960
N -21.7051 -3.5021 13.9278
C -22.1116 -3.8713 12.4875
C -21.1129 -3.5070 11.3892
C -19.7370 -3.9653 11.7165
C -19.2728 -3.6805 13.1152
C -20.2520 -4.0610 14.2100
C -21.7000 -1.9752 14.0367
H -26.0861 -4.3295 15.5490
H -24.8632 -4.7414 16.7190
H -24.9299 -5.6877 15.2523
H -24.3955 -2.7727 15.1447
H -24.5175 -3.8613 13.8023
H -22.4801 -5.1478 14.9796
H -22.3931 -3.6417 15.9640
H -22.4119 -4.9187 12.4416
H -22.9520 -3.2045 12.2847
H -21.4508 -3.9267 10.4383
H -21.0787 -2.4322 11.1968
H -19.5157 -5.0329 11.5780
H -18.9305 -3.6971 11.0266
H -18.2560 -4.0315 13.2919
H -19.1304 -2.6043 13.2748
H -20.4326 -5.1283 14.3410
H -19.9750 -3.6257 15.1688
H -21.2865 -1.4291 13.1959
H -21.1081 -1.9135 14.9511
H -22.6660 -1.5798 14.3456
C -29.4554 -7.5097 5.2538
N -30.1101 -6.3991 6.0126
C -29.8521 -6.6213 7.5016
C -29.5254 -5.0659 5.6094
C -31.6130 -6.4241 5.7258
C -31.9539 -6.6767 4.2627
O -31.3180 -5.7995 3.3940
H -29.3624 -7.3644 4.1787
H -29.9252 -8.4814 5.3905
H -28.4091 -7.5403 5.5644
H -30.2408 -5.7207 7.9767
H -28.7915 -6.8501 7.5877
H -30.4886 -7.4636 7.7674
H -29.6610 -4.7235 4.5881
H -28.4465 -5.0799 5.7778
H -29.8749 -4.2815 6.2817
H -32.1101 -5.5505 6.1477
H -32.0103 -7.2577 6.3067
H -33.0249 -6.5299 4.0931
H -31.7012 -7.7190 4.0519
H -31.2123 -6.1455 2.5039
C -24.4808 -13.4437 10.1497
N -24.9530 -12.0259 9.9100
C -26.4080 -11.8832 10.4008
C -24.0670 -11.1462 10.6960
C -24.8209 -11.6510 8.4631
C -25.1150 -10.1273 8.1191
O -26.4899 -9.9903 8.4659
H -25.1785 -14.1091 9.6413
H -24.4949 -13.8379 11.1666
H -23.4479 -13.5231 9.8188
H -26.9043 -12.4033 9.5834
H -26.7037 -10.8422 10.3019
H -26.4946 -12.2731 11.4098
H -24.3006 -10.1221 10.4057
H -23.0379 -11.2722 10.3584
H -24.1428 -11.2615 11.7732
H -25.4705 -12.3187 7.8979
H -23.8209 -11.9375 8.1332
H -24.9938 -9.7599 7.0972
H -24.5148 -9.4135 8.6946
H -26.6552 -9.0682 8.1981
C -31.4353 -8.7018 13.4862
N -31.3359 -7.4779 12.6205
C -30.7231 -7.8928 11.3051
C -32.7848 -6.9059 12.4211
C -30.4622 -6.3331 13.1542
C -30.9517 -5.8103 14.5439
O -30.8401 -6.8233 15.5546
H -32.0527 -8.6155 14.3760
H -30.4018 -8.9439 13.7217
H -31.9616 -9.5075 12.9725
H -29.8431 -8.5211 11.4139
H -30.4690 -6.9413 10.8369
H -31.4678 -8.3655 10.6672
H -33.2445 -6.7009 13.3824
H -33.2713 -7.6402 11.7858
H -32.6683 -5.9385 11.9298
H -30.4347 -5.4645 12.4930
H -29.4405 -6.7047 13.2377
H -32.0067 -5.5463 14.6323
H -30.4385 -4.9032 14.8636
H -31.7131 -6.9489 15.9339
C -19.9616 -0.7557 10.9871
N -20.9727 0.3867 10.8210
C -20.4103 1.4306 9.8054
C -22.3558 -0.0432 10.4371
C -21.0536 1.1645 12.1310
C -21.3096 0.4771 13.4889
O -22.2379 -0.6326 13.3528
H -19.0645 -0.4267 11.5058
H -19.7859 -1.2294 10.0239
H -20.5275 -1.4227 11.6375
H -19.4142 1.7676 10.0766
H -21.2059 2.1579 9.6684
H -20.3147 0.8904 8.8629
H -23.0285 0.8031 10.5412
H -22.6699 -0.9430 10.9615
H -22.3010 -0.4376 9.4186
H -21.6930 2.0358 12.0270
H -19.9914 1.4025 12.2144
H -21.7906 1.2615 14.0790
H -20.4259 0.3002 14.1034
H -22.8622 -0.4634 14.0654
C -19.6973 -9.7832 12.9845
N -19.4006 -9.3416 11.5538
C -18.3899 -10.3794 11.0963
C -20.6083 -9.2396 10.6736
C -18.7539 -7.9616 11.6159
C -17.3108 -7.9492 12.1218
O -16.9033 -6.5869 12.2264
H -20.0808 -10.7991 12.9078
H -20.5906 -9.1956 13.2168
H -18.8889 -9.6052 13.6836
H -18.8103 -11.3023 10.6987
H -17.6417 -10.6317 11.8419
H -17.9081 -9.9292 10.2265
H -21.2363 -8.4320 11.0504
H -21.1983 -10.1390 10.8471
H -20.2990 -9.1051 9.6405
H -19.4802 -7.2815 12.0634
H -18.6869 -7.5485 10.6059
H -16.6971 -8.3688 11.3247
H -17.0892 -8.3892 13.0944
H -16.0680 -6.4557 11.7699
O -31.3926 -3.5841 8.9235
C -31.0077 -3.4728 10.2626
O -29.8001 -3.2987 10.5095
O -31.9001 -3.4807 11.1389
H -32.2911 -3.8765 9.1537
O -23.6457 -3.1253 7.8450
C -22.4187 -2.9788 8.4617
O -22.3762 -3.6947 9.5059
O -21.5245 -2.2154 8.0526
H -23.9756 -3.7452 8.5137
O -23.4703 -9.0798 12.8922
C -23.2567 -7.7360 13.1689
O -22.0960 -7.2874 13.2455
O -24.3021 -7.0666 13.3555
H -24.4081 -9.0489 13.1453
O -24.7977 -5.8799 7.8460
C -25.6920 -6.7958 7.4128
O -25.5200 -7.2940 6.2703
O -26.6415 -7.1954 8.1474
H -24.4493 -6.0113 6.9226